P:
C32H40N8 | ωB97M-V/def2-TZVPD

Each line ends with the Löwdin charge.
Positions of all 80 atoms, in Å:
C  6.66  -11.18  -11.83  -0.155
H  10.14  -13.14  -10.13  0.067
H  9.03  -22.34  -5.91  0.103
H  4.19  -14.72  -9.24  0.141
H  4.67  -19.90  -10.64  0.063
H  8.10  -9.38  -14.96  0.095
H  5.43  -16.41  -12.38  0.108
C  8.67  -12.43  -16.07  -0.117
C  12.51  -13.34  -7.76  -0.124
H  8.64  -13.21  -16.81  0.091
C  3.28  -19.23  -7.75  -0.140
H  5.71  -9.34  -12.02  0.156
H  6.66  -21.22  -10.60  0.094
H  4.04  -13.50  -13.32  0.100
N  10.00  -21.66  -7.68  -0.006
N  5.84  -23.09  -11.31  0.031
C  9.11  -19.61  -7.77  -0.130
H  3.17  -19.02  -6.70  0.110
H  9.03  -13.33  -14.10  0.097
N  6.38  -16.51  -12.05  0.021
C  2.71  -19.18  -9.94  -0.145
H  5.08  -22.72  -11.88  0.141
C  9.90  -20.50  -8.42  -0.157
C  6.89  -17.68  -11.56  -0.111
C  8.26  -17.45  -11.34  -0.104
H  7.52  -25.25  -9.47  0.094
C  7.15  -24.35  -9.94  -0.123
C  4.02  -19.62  -9.82  -0.128
C  9.20  -21.52  -6.59  -0.141
H  5.32  -19.97  -8.06  0.093
C  4.39  -19.61  -8.47  -0.098
C  8.38  -10.40  -10.65  -0.112
H  8.97  -18.04  -10.79  0.073
N  12.08  -14.64  -7.88  -0.002
H  9.49  -15.57  -11.84  0.086
H  8.82  -18.64  -8.13  0.088
H  8.29  -10.66  -17.38  0.089
H  5.85  -11.73  -12.30  0.096
H  3.05  -16.56  -10.34  0.079
N  6.53  -9.83  -11.69  0.004
C  8.32  -10.41  -15.20  -0.142
N  8.64  -11.25  -14.12  0.042
H  7.05  -14.69  -12.67  0.098
C  11.04  -14.69  -8.81  -0.126
H  8.60  -11.05  -13.13  0.088
H  7.61  -8.24  -10.83  0.106
H  10.47  -20.50  -9.34  0.109
H  11.71  -11.51  -8.68  0.082
H  2.85  -15.86  -13.09  0.091
H  4.88  -12.83  -10.72  0.088
H  10.56  -15.60  -9.12  0.093
C  4.32  -13.65  -11.13  -0.136
C  6.11  -24.40  -10.91  -0.107
C  7.77  -11.58  -11.07  -0.123
H  8.10  -19.78  -5.78  0.090
C  8.67  -20.22  -6.58  -0.106
C  3.89  -14.01  -12.38  -0.146
C  10.87  -13.42  -9.38  -0.102
C  8.84  -12.47  -14.71  -0.166
N  4.04  -14.69  -10.24  0.028
H  1.35  -18.75  -8.43  0.152
H  9.24  -10.34  -10.00  0.090
C  6.62  -22.29  -10.49  -0.138
H  10.41  -22.53  -7.99  0.147
C  3.30  -15.27  -12.30  -0.136
C  8.57  -16.14  -11.80  -0.113
H  6.31  -18.55  -11.25  0.075
C  7.60  -9.29  -11.06  -0.106
C  3.34  -15.71  -10.95  -0.084
H  8.17  -22.67  -9.05  0.078
H  8.22  -12.55  -10.91  0.082
C  7.38  -15.61  -12.23  -0.159
N  2.31  -18.97  -8.65  -0.017
H  2.06  -18.99  -10.77  0.110
H  12.45  -15.39  -7.31  0.144
C  8.48  -11.06  -16.39  -0.120
C  7.42  -23.07  -9.72  -0.156
C  11.68  -12.59  -8.61  -0.132
H  13.40  -13.17  -7.17  0.101
H  5.59  -25.29  -11.25  0.094

Calculated values
Gap between HOMO and LUMO ... 8.4 eV
SMILES ... c1cc[nH]c1.c1cc[nH]c1.c1cc[nH]c1.c1cc[nH]c1.c1cc[nH]c1.c1cc[nH]c1.c1cc[nH]c1.c1cc[nH]c1
Net charge ... 0
LUMO ... 0.6150 eV

Q:
C32H40N8 | ωB97M-V/def2-TZVPD

Each line ends with the Löwdin charge.
Positions of all 80 atoms, in Å:
H  -3.48  -2.14  -4.22  0.061
N  -4.05  0.79  2.31  -0.016
C  -1.66  0.87  -5.83  -0.065
C  -1.77  -3.78  1.94  -0.055
C  -2.92  -3.33  -2.26  -0.129
H  -3.58  -2.59  1.31  0.108
H  -1.79  -4.77  1.44  0.072
C  -0.18  2.30  -4.54  -0.061
H  -0.21  3.82  4.99  0.225
C  1.04  1.32  6.87  -0.031
C  1.34  0.58  0.12  -0.071
C  2.89  4.15  -0.79  -0.133
C  -2.64  -2.71  1.84  -0.174
H  0.62  0.25  2.10  0.119
H  -2.37  0.38  -6.22  0.024
H  -4.72  0.16  1.69  0.194
H  -1.01  1.89  2.72  0.084
H  4.31  2.50  0.06  0.110
C  -2.81  1.28  3.98  -0.104
H  0.64  0.72  -2.35  0.071
C  1.56  1.25  5.50  -0.160
H  -4.08  -3.53  -1.85  0.141
H  -2.70  -0.86  2.86  0.049
C  3.05  5.26  -1.52  -0.150
H  1.36  2.64  3.60  0.181
H  -2.58  1.46  5.03  0.102
H  1.34  0.72  7.66  0.064
H  -0.16  2.96  7.59  0.078
N  0.36  2.97  5.48  -0.033
H  -0.85  -2.04  -4.69  0.129
N  -0.75  -3.23  -2.82  0.044
H  2.08  -2.09  -0.15  0.143
H  2.17  0.45  5.18  0.081
H  0.35  3.54  -6.31  0.125
N  2.26  -2.81  -0.92  -0.025
H  0.10  -3.38  -2.65  0.018
C  0.35  2.53  6.79  -0.132
H  -1.16  2.12  -7.53  0.101
C  -1.10  -2.13  3.42  -0.173
C  -2.72  -2.52  -3.57  -0.089
H  -1.26  0.36  -3.58  0.102
C  0.61  -0.04  1.01  -0.226
C  -1.33  -2.50  -3.78  -0.170
H  1.31  -4.65  0.12  0.150
H  4.77  5.85  -2.66  0.133
H  3.52  -3.70  -3.67  0.049
H  -1.44  -4.35  -0.85  0.146
H  2.33  -5.81  -2.13  0.036
C  3.05  -2.60  -2.11  -0.130
N  -0.31  -0.84  0.40  0.024
C  -1.17  1.10  -4.55  -0.069
H  3.25  -1.45  -2.24  0.144
H  6.05  4.10  -1.41  0.056
C  1.13  2.19  4.73  -0.255
C  -4.01  0.84  3.71  -0.133
H  -0.99  -1.44  0.79  0.062
C  1.98  -4.16  -0.75  -0.186
C  -1.69  -3.70  -1.87  -0.171
N  -1.08  1.97  -6.58  -0.002
C  -2.04  1.46  2.72  -0.098
H  2.18  1.18  0.38  0.050
H  -4.82  0.58  4.22  0.073
C  -0.55  -0.42  -0.93  -0.134
C  4.19  3.43  -0.60  -0.077
C  -0.71  -3.34  3.09  -0.050
H  -1.50  -0.69  -1.49  0.114
C  -2.82  1.20  1.69  -0.099
H  -0.55  -1.56  4.12  0.098
C  2.49  -4.87  -1.81  -0.075
H  0.16  -3.92  3.38  0.083
C  5.09  4.26  -1.21  -0.134
H  0.35  2.83  -3.90  0.025
H  -2.64  1.06  0.77  0.041
C  3.10  -3.81  -2.74  -0.097
H  1.96  3.89  -0.26  0.087
H  2.37  6.04  -1.84  0.109
C  -0.19  2.69  -5.85  -0.180
C  0.58  0.33  -1.29  -0.037
N  -2.25  -1.72  2.72  0.020
N  4.37  5.20  -2.00  0.002

Calculated values
Gap between HOMO and LUMO ... 8.8 eV
SMILES ... c1cc[nH]c1.c1cc[nH]c1.c1cc[nH]c1.c1cc[nH]c1.c1cc[nH]c1.c1cc[nH]c1.c1cc[nH]c1.c1cc[nH]c1
Net charge ... 0
LUMO ... 0.5922 eV

Of them, Q has the lowest stability.

P:
C3H5F2NS | ωB97M-V/def2-TZVPD

Each line ends with the Löwdin charge.
Positions of all 12 atoms, in Å:
F  1.00  0.85  0.90  0.053
N  -1.57  0.54  1.16  0.128
H  0.97  -0.26  -2.07  0.079
H  -1.39  1.43  0.89  0.060
C  -0.89  -0.38  0.49  -0.772
S  -0.96  -2.01  0.66  0.695
H  -2.08  0.55  2.00  0.116
C  1.23  -0.55  -1.08  -0.013
C  0.37  0.28  -0.19  -0.546
H  1.01  -1.59  -0.96  0.018
H  2.40  -0.30  -0.98  0.153
F  -0.09  1.44  -0.81  0.030

Calculated values
Gap between HOMO and LUMO (alpha / beta) ... 9.1 / 9.0 eV
SMILES ... CC(F)(F)C(N)=S
Net charge ... 0
LUMO (alpha / beta) ... 0.2528 / 0.2525 eV

Q:
C3H5F2NS | ωB97M-V/def2-TZVPD

Each line ends with the Löwdin charge.
Positions of all 12 atoms, in Å:
F  0.73  -1.43  1.07  0.065
H  -0.78  0.19  2.00  0.091
H  0.77  -0.19  -2.16  0.073
C  -0.05  -0.67  0.25  -0.497
N  1.01  0.53  -1.60  0.126
H  -1.54  0.79  0.69  0.089
H  1.49  1.33  -1.89  0.082
H  -2.08  -0.94  1.07  0.126
S  1.40  1.68  0.68  0.693
F  -0.51  -1.60  -0.86  -0.036
C  0.76  0.51  -0.28  -0.786
C  -1.20  -0.20  1.05  -0.028

Calculated values
Gap between HOMO and LUMO (alpha / beta) ... 9.3 / 9.3 eV
SMILES ... CC(F)(F)C(N)=S
Net charge ... 0
LUMO (alpha / beta) ... 0.2291 / 0.2287 eV

Of them, P has the lowest stability.

P:
C12H12O | ωB97M-V/def2-TZVPD

Each line ends with the Löwdin charge.
Positions of all 25 atoms, in Å:
H  -1.82  -3.30  0.01  0.068
H  -0.47  -2.70  0.87  0.087
H  3.07  0.51  -2.24  0.088
H  -2.74  -0.89  0.11  0.144
H  -1.33  2.10  -0.70  0.025
C  -4.20  1.30  0.25  0.095
H  0.87  -0.40  -1.82  0.117
C  3.46  0.87  -0.17  -0.077
C  -1.08  -2.51  -0.01  -0.034
H  4.43  1.14  -0.49  0.086
H  -5.19  0.90  0.00  0.051
C  0.75  0.30  0.29  -0.206
C  1.30  0.17  -1.00  -0.043
C  -0.69  0.05  0.49  -0.151
H  -1.22  2.62  0.98  0.086
C  2.94  1.05  1.07  -0.054
H  1.03  0.89  2.13  0.087
C  -3.06  1.62  0.19  -0.255
C  -1.61  -1.11  0.29  -0.229
C  -1.75  2.08  0.21  0.018
H  -0.45  -2.75  -0.87  0.073
O  -1.21  -0.62  1.62  -0.008
C  1.57  0.70  1.29  -0.016
C  2.59  0.53  -1.29  -0.055
H  3.34  1.50  1.97  0.103

Calculated values
Gap between HOMO and LUMO ... 7.8 eV
Net charge ... 0
LUMO ... 0.0505 eV

Q:
C12H12O | ωB97M-V/def2-TZVPD

Each line ends with the Löwdin charge.
Positions of all 25 atoms, in Å:
H  -0.03  -3.04  0.77  0.049
C  1.69  1.70  -0.37  -0.081
C  0.47  -0.46  -0.09  -0.158
O  -3.79  0.83  1.25  0.188
H  1.61  2.70  -0.82  0.124
C  1.66  -0.88  0.65  -0.016
C  -0.85  -2.56  0.31  0.001
H  -1.27  -3.01  -0.54  0.063
H  -0.72  2.68  -0.81  0.136
H  3.68  -0.44  1.35  0.117
C  0.55  0.90  -0.73  -0.278
H  1.63  -1.91  1.04  0.100
H  -1.60  -0.39  -2.08  0.139
C  2.70  1.25  0.39  -0.100
H  -2.75  -1.06  -0.81  0.147
C  2.70  -0.07  0.95  -0.089
C  -0.69  1.68  -0.27  -0.082
H  3.60  1.86  0.57  0.108
C  -2.87  0.93  0.57  -0.174
H  -0.54  2.00  0.75  0.123
H  0.63  0.72  -1.74  0.136
C  -1.76  -0.55  -1.00  -0.084
C  -1.94  0.79  -0.29  -0.206
H  -1.46  -2.58  1.17  0.072
C  -0.65  -1.10  -0.21  -0.234

Calculated values
Gap between HOMO and LUMO ... 8.3 eV
SMILES ... CC1=C2C=CC=C[C@@H]2CC(=C=O)C1
Net charge ... 0
LUMO ... 0.5723 eV

Of them, P has the lowest stability.

P:
C7H14I2 | ωB97M-V/def2-TZVPD

Each line ends with the Löwdin charge.
Positions of all 23 atoms, in Å:
H  0.54  1.07  -1.03  0.035
H  -2.79  1.52  -0.50  0.060
C  2.41  0.16  1.70  -0.096
C  1.54  0.84  -0.60  -0.077
C  -1.58  -0.41  -1.98  -0.221
H  1.96  0.23  2.68  0.059
H  3.01  -0.68  1.74  0.042
H  -2.91  0.66  1.12  0.070
H  2.12  1.76  -0.52  0.070
H  -1.32  1.38  0.60  0.090
C  1.21  0.12  0.75  -0.561
H  -2.43  -0.02  -2.51  0.073
H  1.29  -1.76  -0.41  0.047
I  0.14  -2.69  1.79  0.718
H  2.03  0.12  -1.35  0.108
C  -1.87  -0.42  -0.53  -0.757
H  -0.73  0.30  -2.02  0.064
C  -2.30  0.87  0.20  -0.143
H  3.00  1.13  1.63  0.103
H  0.35  0.65  1.34  0.128
C  0.68  -1.21  0.36  -0.598
I  -2.94  -2.23  -0.06  0.750
H  -1.40  -1.38  -2.36  0.036

Calculated values
Gap between HOMO and LUMO (alpha / beta) ... 7.6 / 8.1 eV
Net charge ... 0
LUMO (alpha / beta) ... -0.2091 / 0.0484 eV

Q:
C7H14I2 | ωB97M-V/def2-TZVPD

Each line ends with the Löwdin charge.
Positions of all 23 atoms, in Å:
C  -1.82  -0.73  0.51  -0.484
I  2.21  0.13  -2.82  0.762
C  2.14  -0.27  -0.72  -0.817
C  -2.25  -1.45  1.66  -0.114
I  1.64  4.43  -2.94  0.397
H  -1.25  -0.97  -1.53  0.062
C  2.91  0.56  0.18  -0.155
H  -1.67  -2.52  -0.67  0.080
H  3.89  0.23  0.21  0.052
H  -1.43  1.20  -0.35  0.112
H  -3.30  -1.73  1.81  0.090
H  -1.79  -2.45  1.79  0.086
H  1.73  5.66  -2.00  -0.402
H  -2.90  1.10  0.60  0.092
C  -1.87  0.73  0.60  -0.075
H  0.66  -1.84  -0.88  0.007
H  -1.53  1.21  1.47  0.058
C  1.35  -1.24  -0.37  -0.123
H  3.00  1.59  -0.28  0.085
C  -1.64  -1.42  -0.62  0.008
H  2.45  0.42  1.14  0.084
H  1.40  -1.76  0.60  0.091
H  -1.93  -0.89  2.60  0.103

Calculated values
Gap between HOMO and LUMO ... 9.2 eV
SMILES ... C=C(C)C.C=C(C)I.I
Net charge ... 0
LUMO ... 0.4743 eV

Of them, P has the lowest stability.

P:
C3H11N2O | ωB97M-V/def2-TZVPD

Each line ends with the Löwdin charge.
Positions of all 17 atoms, in Å:
H  0.01  -2.95  -0.16  0.052
H  0.76  0.25  0.60  0.151
C  -1.16  0.75  0.37  -0.138
H  -0.71  -3.00  1.28  0.042
H  0.10  0.55  -2.11  0.127
H  0.84  2.10  -1.34  0.127
H  -0.90  -0.10  2.15  0.130
C  2.07  0.41  -1.41  -0.076
N  -1.53  0.46  1.61  0.191
C  0.67  1.03  -1.32  -0.166
H  2.15  -0.63  -1.09  0.081
H  -1.78  1.31  -0.31  0.171
H  2.88  1.01  -1.02  0.079
H  -2.36  0.94  1.95  0.145
N  0.06  0.61  -0.04  0.055
O  -0.11  -2.53  0.70  -0.060
H  2.34  0.37  -2.46  0.088

Calculated values
Gap between HOMO and LUMO ... 11.6 eV
Net charge ... +1
LUMO ... -3.4207 eV

Q:
C3H11N2O | ωB97M-V/def2-TZVPD

Each line ends with the Löwdin charge.
Positions of all 17 atoms, in Å:
N  1.46  1.18  1.53  0.092
H  -3.22  1.34  -0.67  0.085
H  -0.28  1.52  0.52  0.131
H  -0.39  -1.48  -1.49  0.167
C  0.58  0.85  0.54  -0.139
H  1.56  -2.30  -0.20  0.085
C  0.55  -0.40  0.03  -0.289
H  -1.09  0.02  -1.22  0.097
C  1.07  -1.68  0.55  -0.041
N  -0.18  -0.50  -1.27  0.199
H  0.22  -2.27  0.93  0.100
O  -2.68  0.57  -0.90  -0.036
H  1.21  1.90  2.18  0.102
H  0.41  -0.23  -2.05  0.169
H  -3.18  0.23  -1.66  0.081
H  1.73  -1.65  1.40  0.085
H  2.43  0.93  1.49  0.110

Calculated values
Gap between HOMO and LUMO ... 9.0 eV
Net charge ... +1
LUMO ... -3.1690 eV

Of them, Q has the lowest stability.